Computed, not measured: an isolated ion of composition C7H16N3O2 and charge +1 at a distorted geometry, with ωB97M-V/def2-TZVPD.

Geometry as XYZ:
```
28
Properties=species:S:1:pos:R:3:forces:R:3:lowdin_charge:R:1
C -2.7463 -1.7779 2.3628 1.12 0.78 0.37 0.000
C -1.1868 -2.1425 2.3320 0.00 -4.41 -1.10 -0.409
O -0.8942 -3.3167 1.9846 -0.61 4.71 1.40 0.068
O -0.1570 -1.2356 2.7102 -1.66 -0.51 -1.65 -0.074
C 0.1232 -0.2739 1.6460 0.52 1.53 0.77 -0.201
C 1.7160 -0.1511 1.5492 -0.31 -0.43 -0.51 -0.153
C 2.2540 0.6963 0.2975 0.39 0.02 0.42 -0.166
C 1.6167 0.2628 -1.1214 2.64 -1.10 0.24 -0.177
N 1.0510 1.4453 -1.8593 -3.74 -1.14 -0.08 0.054
C -0.2303 1.1776 -2.4818 1.16 -0.44 -1.75 -0.302
N -0.2467 0.4645 -3.7525 0.63 3.73 2.05 0.166
N -1.4272 1.5780 -2.0011 1.02 0.36 -0.37 0.202
H -3.2155 -2.0932 1.3738 0.74 0.52 1.35 0.095
H -2.8250 -0.6589 2.5668 -0.31 -1.48 -0.34 0.081
H -3.2533 -2.3644 3.2021 0.89 0.83 -1.14 0.105
H -0.4041 -0.5270 0.6673 0.79 0.00 1.22 0.113
H -0.2779 0.7450 2.0163 0.44 -1.40 -0.73 0.137
H 2.1281 -1.2241 1.4444 -0.59 1.70 0.42 0.140
H 2.0807 0.3448 2.5228 -0.45 -1.01 -1.54 0.138
H 2.1483 1.8265 0.5077 -0.09 -1.65 -0.50 0.119
H 3.3927 0.5150 0.2444 -1.85 0.33 0.06 0.126
H 0.9060 -0.6192 -1.0072 0.64 1.43 -0.21 0.124
H 2.5034 -0.1232 -1.7533 -1.53 0.50 0.94 0.133
H 0.9913 2.2916 -1.2717 -0.18 -0.75 -0.16 0.131
H 0.6570 0.6488 -4.2300 -0.55 -0.50 0.46 0.128
H -0.9572 0.9741 -4.3225 0.18 -1.26 0.29 0.127
H -1.6189 1.5285 -0.9943 0.30 0.64 -0.65 0.142
H -2.1277 2.0090 -2.6330 0.42 -1.01 0.73 0.155
```
Forces are in eV/Å.

Values from the calculation:
Net charge: +1
Structure (SMILES): CC(=O)OCCCCNC(N)=[NH2+]
Highest occupied orbital energy (eV): -12.759
Calculated total energy (eV): -16074.9958
Energy relative to the best compared isomer or geometry (same formula, charge and spin) (kcal/mol): 46.1